This record from the OMol25 dataset describes C12H16N4O3PdS as an isolated structure in a non-equilibrium geometry. The level of theory is wB97M-V/def2-TZVPD.

```
37
Properties=species:S:1:pos:R:3:lowdin_spin:R:1
Pd -0.572 -0.795 0.341 1.317
C -3.263 2.786 0.199 0.003
C -2.129 1.809 0.211 0.005
N -2.296 0.535 0.153 0.114
N -3.517 0.010 0.083 0.009
C -3.615 -1.203 0.575 0.037
N -4.795 -1.834 0.423 0.025
S -2.377 -2.025 1.470 0.238
C -0.749 2.247 0.399 0.006
C -0.344 3.571 0.238 0.000
C 0.974 3.907 0.477 0.000
C 1.857 2.925 0.906 0.001
C 1.386 1.634 1.052 0.009
N 0.124 1.297 0.789 0.073
H -4.195 2.242 0.321 0.000
H -3.299 3.337 -0.744 -0.001
H -3.147 3.505 1.010 0.001
H -5.475 -1.454 -0.213 0.002
H -4.847 -2.805 0.670 0.004
H -1.058 4.319 -0.077 0.000
H 1.311 4.925 0.336 0.000
H 2.890 3.159 1.121 0.000
H 2.029 0.835 1.392 0.001
C 3.430 -2.534 0.347 0.001
C 2.355 -2.174 -0.662 0.001
C 2.879 -2.193 -2.089 0.000
O 1.864 -0.857 -0.336 0.044
C 1.183 -3.208 -0.578 0.007
O 1.479 -4.386 -0.701 0.016
O 0.014 -2.715 -0.425 0.083
H 4.306 -1.893 0.228 0.000
H 3.714 -3.574 0.200 0.000
H 3.043 -2.421 1.361 0.000
H 3.733 -1.519 -2.203 0.000
H 2.090 -1.903 -2.789 0.000
H 3.191 -3.205 -2.338 0.000
H 1.827 -0.343 -1.149 0.001
```

The value obtained for the LUMO energy (spin up / spin down) is -0.66 / -1.30 eV. The multiplicity is 3. Its expectation value of S² is 2.008. The energy above the lowest of the compared OMol25 structures with the same formula, charge and spin comes out at 36.84 kJ/mol. For the max |F|, the calculation gives 1.00 eV/Å. Its total charge is 0. The value obtained for the HOMO energy (spin up / spin down) is -0.298 / -0.298 Ha.